# 1
107
Properties=species:S:1:pos:R:3:lowdin_charge:R:1 method="wB97M-V/def2-TZVPD" charge=+1 orbital_gap_ev="7.9107 / 4.9733" e_lumo_ev="-2.45 / -5.63" s_squared=6.03 homo_ev="-10.36 / -10.61" spin_multiplicity=5 energy_ev=-95566.985
Co 0.0987 0.7914 -0.3489 0.768
C -2.4801 -1.1755 3.0264 -0.062
C -2.8227 0.0253 2.1313 -0.365
C -3.8242 0.9429 2.8456 -0.044
C -3.3500 -0.3970 0.7721 -0.131
C -4.2982 -1.4145 0.7000 -0.039
C -4.8352 -1.8065 -0.5130 -0.074
C -4.4064 -1.1829 -1.6700 -0.052
C -3.4425 -0.1765 -1.6510 -0.143
C -3.0893 0.4610 -2.9904 -0.350
C -3.6299 1.8915 -3.1164 -0.039
C -1.6075 0.3885 -3.3725 -0.063
C -2.9167 0.2309 -0.4114 -0.157
N -1.9236 1.2578 -0.3724 0.029
C -2.2998 2.5308 -0.1843 -0.516
O -3.4195 2.9939 0.0216 0.051
C -1.1268 3.4822 -0.3234 -0.187
C -1.2037 4.8582 -0.1968 0.032
C -0.0367 5.6002 -0.3524 -0.009
C 1.1662 4.9572 -0.6235 0.033
C 1.1455 3.5792 -0.7208 -0.163
N 0.0257 2.8877 -0.5790 0.094
C 2.3496 2.7175 -0.9684 -0.402
O 3.4071 3.1666 -1.3527 0.126
N 2.0481 1.3725 -0.8702 0.094
C 2.9895 0.3851 -0.8833 -0.137
C 3.0267 -0.4832 -2.0260 -0.111
C 3.9164 -1.5346 -2.0115 -0.008
C 4.7116 -1.7798 -0.8953 -0.005
C 4.6759 -0.9339 0.2145 -0.010
C 3.8610 0.1758 0.2397 -0.098
C 3.8882 1.1086 1.4345 -0.356
C 5.1295 2.0179 1.3629 -0.033
C 3.8807 0.3512 2.7656 -0.064
C 2.2671 -0.1248 -3.2851 -0.369
C 1.7528 -1.3406 -4.0543 -0.057
C 3.1809 0.7346 -4.1763 -0.029
H -1.8060 -0.8728 3.8358 0.076
H -1.9962 -1.9737 2.4551 0.048
H -3.3764 -1.5927 3.4924 0.082
H -1.9078 0.5817 1.9542 0.083
H -4.7282 0.3797 3.0974 0.086
H -4.1081 1.7843 2.2151 0.072
H -3.3984 1.3294 3.7797 0.074
H -4.6391 -1.8906 1.6148 0.114
H -5.5818 -2.5920 -0.5546 0.108
H -4.8290 -1.4886 -2.6232 0.116
H -3.6180 -0.1348 -3.7379 0.125
H -3.0855 2.5906 -2.4827 0.061
H -4.6808 1.9321 -2.8268 0.094
H -3.5443 2.2321 -4.1528 0.083
H -0.9772 0.8848 -2.6356 0.036
H -1.4439 0.8892 -4.3303 0.089
H -1.2769 -0.6513 -3.4830 0.069
H -2.1595 5.3194 0.0156 0.130
H -0.0644 6.6799 -0.2667 0.120
H 2.0982 5.4898 -0.7599 0.129
H 4.0048 -2.1753 -2.8811 0.120
H 5.3786 -2.6338 -0.8923 0.119
H 5.3165 -1.1473 1.0625 0.121
H 2.9918 1.7251 1.4009 0.111
H 6.0415 1.4154 1.4086 0.089
H 5.1355 2.7082 2.2105 0.089
H 5.1494 2.5942 0.4418 0.072
H 4.8386 -0.1404 2.9507 0.084
H 3.0981 -0.4145 2.7889 0.062
H 3.7150 1.0543 3.5849 0.084
H 1.4119 0.4866 -3.0019 0.105
H 2.5687 -1.9156 -4.5000 0.082
H 1.0983 -1.0139 -4.8647 0.087
H 1.1824 -2.0038 -3.4034 0.054
H 4.0716 0.1671 -4.4585 0.091
H 3.5051 1.6396 -3.6568 0.078
H 2.6554 1.0290 -5.0883 0.090
C -1.7967 -4.8652 1.3089 -0.056
C -0.3284 -4.5460 1.0199 -0.191
N -0.1511 -3.5287 -0.0198 -0.066
C -0.3863 -3.9400 -1.4066 -0.183
C -1.7971 -3.7286 -1.9501 -0.050
C 0.1949 -2.2590 0.2781 -0.366
C 0.8574 -2.0016 1.6061 -0.002
N 0.0412 -1.2590 -0.5511 0.119
H -1.8805 -5.3935 2.2617 0.083
H -2.2310 -5.5036 0.5394 0.071
H -2.3857 -3.9457 1.3700 0.064
H 0.1951 -5.4510 0.7067 0.123
H 0.1431 -4.2010 1.9336 0.097
H -0.1305 -4.9983 -1.4599 0.125
H 0.3359 -3.4112 -2.0258 0.095
H -2.5186 -4.3702 -1.4441 0.070
H -1.8119 -3.9782 -3.0145 0.088
H -2.1363 -2.7007 -1.8270 0.049
H 1.5842 -2.7842 1.8224 0.095
H 0.1288 -1.9564 2.4187 0.079
H 1.3608 -1.0424 1.5538 0.038
H -0.4376 -1.5321 -1.4012 0.042
C 0.6409 1.7688 5.2498 -0.057
N 0.8101 1.1536 3.9433 0.046
C 0.2911 1.6223 2.7919 -0.563
N -0.4862 2.7204 2.8677 0.244
O 0.5430 1.0406 1.7130 -0.061
H 1.1352 1.1480 5.9910 0.094
H -0.4144 1.8279 5.5215 0.088
H 1.0792 2.7687 5.2918 0.094
H 1.4736 0.4098 3.8360 0.108
H -0.7633 3.1137 3.7506 0.107
H -1.0069 2.9925 2.0515 0.094



# 2
106
Properties=species:S:1:pos:R:3:lowdin_charge:R:1 method="wB97M-V/def2-TZVPD" charge=-1 orbital_gap_ev="7.3042 / 7.1559" e_lumo_ev="2.45 / 2.36" s_squared=0.75 homo_ev="-4.86 / -4.80" spin_multiplicity=2 energy_ev=-176525.541
Cu -0.2908 -1.4957 2.1234 0.528
C 1.4348 -1.3790 -5.3440 -0.067
C 0.1189 -1.3162 -4.5673 -0.553
C -0.8358 -2.3728 -5.1420 -0.051
C -0.4890 0.0750 -4.7876 -0.044
C 0.3267 -1.5892 -3.0768 -0.177
C -0.7137 -1.4176 -2.1769 -0.074
C -0.5542 -1.7317 -0.8368 -0.377
Se -2.0763 -1.6526 0.3341 1.223
C -2.2603 0.2020 0.8302 -0.390
C -2.7416 1.1242 -0.0878 -0.077
C -2.9619 2.4349 0.2992 -0.189
C -2.6945 2.7520 1.6353 0.017
C -2.2029 1.8650 2.5797 -0.075
C -1.9768 0.5219 2.1754 -0.375
O -1.5446 -0.3966 3.0123 -0.177
C -2.0035 2.3250 4.0315 -0.518
C -0.7721 1.7098 4.7174 -0.052
C -3.2614 1.9274 4.8182 -0.045
C -1.8204 3.8479 4.1092 -0.066
C -3.4911 3.5131 -0.6449 -0.557
C -4.8912 3.9499 -0.1913 -0.052
C -3.5863 3.0087 -2.0856 -0.068
C -2.5600 4.7337 -0.6241 -0.045
C 0.6503 -2.2509 -0.3113 -0.351
O 0.7615 -2.5933 0.9560 -0.229
C 1.7144 -2.4471 -1.2319 -0.074
C 1.5163 -2.1070 -2.5634 0.025
C 3.0373 -3.0564 -0.7594 -0.522
C 2.7734 -4.4534 -0.1757 -0.038
C 3.6874 -2.1597 0.3001 -0.026
C 4.0447 -3.2172 -1.9011 -0.076
H 1.2587 -1.1096 -6.3884 0.081
H 1.8670 -2.3814 -5.3290 0.081
H 2.1682 -0.6856 -4.9290 0.082
H -1.0053 -2.2030 -6.2097 0.079
H -1.8007 -2.3405 -4.6327 0.079
H -0.4221 -3.3750 -5.0116 0.086
H -0.6266 0.2614 -5.8566 0.083
H 0.1658 0.8455 -4.3802 0.064
H -1.4626 0.1746 -4.3060 0.074
H -1.6847 -1.0703 -2.5105 0.096
H -2.9442 0.7916 -1.0976 0.090
H -2.8697 3.7729 1.9461 0.092
H -0.8830 0.6404 4.8645 0.070
H -0.6447 2.1933 5.6915 0.079
H 0.1225 1.8948 4.1214 0.061
H -3.3967 0.8442 4.7924 0.084
H -4.1524 2.3957 4.3918 0.081
H -3.1712 2.2385 5.8636 0.079
H -0.9957 4.1637 3.4674 0.094
H -1.5798 4.1247 5.1379 0.078
H -2.7219 4.3998 3.8346 0.070
H -5.5821 3.1046 -0.2143 0.086
H -5.2815 4.7359 -0.8446 0.078
H -4.8684 4.3356 0.8292 0.077
H -4.2938 2.1817 -2.1763 0.083
H -2.6158 2.6674 -2.4539 0.074
H -3.9311 3.8161 -2.7361 0.081
H -2.5049 5.1796 0.3697 0.077
H -2.9238 5.4991 -1.3160 0.080
H -1.5465 4.4569 -0.9148 0.080
H 2.3377 -2.2613 -3.2465 0.080
H 2.0919 -4.3921 0.6717 0.044
H 3.7130 -4.9026 0.1594 0.082
H 2.3303 -5.1082 -0.9309 0.091
H 3.0053 -1.9583 1.1191 0.062
H 3.9695 -1.1979 -0.1285 0.081
H 4.5913 -2.6368 0.6932 0.087
H 3.6756 -3.8822 -2.6862 0.082
H 4.9638 -3.6514 -1.5004 0.081
H 4.3005 -2.2549 -2.3504 0.084
C 1.8655 -1.2811 4.1898 -0.050
O 0.7713 -2.1559 3.8936 -0.220
C 1.1634 -3.5172 3.7898 -0.186
C -0.0858 -4.3632 3.8731 -0.188
O -0.9710 -4.1074 2.8048 -0.192
C -0.6696 -4.8515 1.6400 -0.103
H 2.3346 -1.6004 5.1254 0.095
H 1.4515 -0.2836 4.3013 0.086
H 2.5963 -1.2680 3.3812 0.082
H 1.8325 -3.7687 4.6213 0.131
H 1.6932 -3.6717 2.8442 0.117
H -0.6211 -4.1165 4.7920 0.134
H 0.1953 -5.4245 3.9034 0.126
H -0.7888 -5.9251 1.8318 0.091
H 0.3407 -4.6446 1.2771 0.057
H -1.3756 -4.5403 0.8729 0.077
C 2.2300 2.9052 -4.2042 -0.064
C 2.1549 2.4958 -2.7563 -0.287
C 0.9378 2.4782 -2.0798 -0.048
C 0.8594 2.0963 -0.7508 -0.033
C 2.0168 1.7394 -0.0745 -0.251
C 3.2378 1.7487 -0.7277 -0.056
C 3.3015 2.1217 -2.0638 -0.048
S 1.9011 1.2869 1.6420 0.467
O 1.3582 2.4487 2.3186 -0.317
O 3.2379 0.8998 2.0544 -0.333
O 0.9603 0.1539 1.6194 -0.335
H 1.3032 3.3811 -4.5265 0.072
H 2.4006 2.0427 -4.8527 0.066
H 3.0487 3.6072 -4.3716 0.074
H 0.0366 2.7730 -2.6047 0.097
H -0.0923 2.0801 -0.2309 0.107
H 4.1259 1.4679 -0.1771 0.104
H 4.2598 2.1318 -2.5730 0.107



# 3
115
Properties=species:S:1:pos:R:3:lowdin_charge:R:1 method="wB97M-V/def2-TZVPD" charge=-1 orbital_gap_ev="4.6623 / 7.4250" e_lumo_ev="2.09 / 2.09" s_squared=0.79 homo_ev="-2.58 / -5.34" spin_multiplicity=2 energy_ev=-87871.341
La -0.2979 -0.8593 -0.8716 1.881
O 2.1228 -1.1698 -0.2678 -0.315
N 2.9916 -0.2073 -0.4978 -0.219
C 3.9258 0.0280 0.4490 -0.041
C 4.8629 1.0115 0.2960 -0.080
C 4.8281 1.7835 -0.8702 -0.087
C 3.8681 1.5372 -1.8146 -0.107
C 2.9008 0.5217 -1.6466 -0.685
S 1.6722 0.2211 -2.7957 0.582
H 3.8306 -0.6342 1.2952 0.137
H 5.5906 1.1714 1.0773 0.099
H 5.5494 2.5747 -1.0265 0.102
H 3.7999 2.1258 -2.7177 0.102
N -3.7231 -0.9592 -3.3455 0.143
C -3.6299 -2.0935 -2.5797 -0.429
N -4.3178 -3.2081 -2.8813 0.054
N -4.0175 -4.0662 -1.9271 0.009
N -3.1894 -3.4760 -1.1325 -0.046
N -2.9018 -2.2248 -1.4786 0.069
C -2.9534 0.1716 -3.1539 -0.485
N -3.0077 1.2352 -3.9347 0.036
N -2.1029 2.0785 -3.3815 -0.069
N -1.5677 1.5439 -2.3488 -0.128
N -2.0950 0.3038 -2.1494 -0.149
H -4.2212 -1.0406 -4.2146 0.138
C 3.1769 -8.5260 -2.7068 -0.080
C 2.5838 -7.1505 -2.7508 -0.295
C 1.9232 -6.6044 -1.6541 -0.040
C 1.3399 -5.3518 -1.6606 -0.194
C 0.7514 -4.8367 -0.3798 -0.058
C 1.3754 -4.5624 -2.8574 -0.131
C 0.7609 -3.3120 -3.0154 -0.226
O -0.0406 -2.7345 -2.1526 -0.416
C 2.1077 -5.1039 -3.9736 -0.227
C 2.2449 -4.3148 -5.2425 -0.074
C 2.6704 -6.3553 -3.8974 -0.042
H 3.2461 -8.8890 -1.6799 0.065
H 4.1848 -8.5487 -3.1290 0.068
H 2.5839 -9.2566 -3.2655 0.071
H 1.8813 -7.1775 -0.7320 0.103
H 0.9471 -5.5532 0.4220 0.072
H -0.3221 -4.6679 -0.4341 0.054
H 1.2016 -3.8824 -0.0995 0.066
H 0.9453 -2.7228 -3.9138 0.086
H 1.2740 -4.1092 -5.7008 0.080
H 2.8520 -4.8617 -5.9643 0.066
H 2.7143 -3.3425 -5.0735 0.079
H 3.2026 -6.7318 -4.7664 0.106
C -2.2153 -3.6823 4.3526 -0.062
N -1.3670 -3.1841 3.3035 -0.111
C -0.7226 -1.9037 3.4841 -0.061
C -0.5151 -1.4819 2.0515 -0.547
O 0.0974 -0.4654 1.6781 -0.164
N -1.0764 -2.3412 1.2059 0.051
C -1.6923 -3.3274 1.9561 -0.458
N -2.4398 -4.2218 1.4184 0.117
H -1.6357 -3.7837 5.2723 0.087
H -2.5963 -4.6730 4.1115 0.075
H -3.0672 -3.0172 4.5496 0.093
H 0.2339 -1.9617 4.0095 0.135
H -1.3638 -1.1833 4.0089 0.132
H -2.8663 -3.8933 -0.2286 0.072
H -2.7954 -4.8784 2.1045 0.044
C 1.9165 3.2020 4.3626 -0.205
C 0.8827 2.0870 4.4275 -0.196
C -0.1736 2.2336 3.3224 -0.199
C 0.3974 2.9002 2.0549 -0.431
C 1.8729 2.4979 1.9282 -0.223
C 2.7106 3.1141 3.0516 -0.187
P -0.4597 2.4475 0.4782 1.086
C -2.2816 2.4970 0.7831 -0.436
C -2.8602 1.1921 1.3443 -0.222
C -4.3849 1.1696 1.1763 -0.183
C -5.0263 2.5492 1.3920 -0.201
C -4.1427 3.4154 2.2761 -0.207
C -2.8269 3.7198 1.5573 -0.197
C -0.2277 3.9092 -0.6250 -0.432
C 1.0173 3.7264 -1.5029 -0.245
C 1.2463 4.9638 -2.3581 -0.182
C 1.5480 6.1976 -1.4858 -0.197
C 1.0904 5.9979 -0.0410 -0.211
C -0.2728 5.3200 0.0111 -0.198
H 2.5906 3.1655 5.2220 0.102
H 1.4042 4.1678 4.4225 0.109
H 0.3933 2.0621 5.4044 0.105
H 1.3906 1.1239 4.3164 0.110
H -1.0222 2.8180 3.6897 0.104
H -0.5558 1.2436 3.0766 0.067
H 0.3483 3.9876 2.2073 0.099
H 2.2947 2.7638 0.9576 0.085
H 1.9073 1.4057 1.9657 0.095
H 3.0499 4.1113 2.7559 0.103
H 3.6129 2.5136 3.2005 0.102
H -2.6541 2.5554 -0.2472 0.094
H -2.5787 1.0742 2.3937 0.097
H -2.4704 0.3071 0.8277 0.064
H -4.8145 0.4425 1.8717 0.107
H -4.6191 0.8025 0.1744 0.107
H -6.0278 2.4397 1.8140 0.102
H -5.1584 3.0541 0.4301 0.113
H -3.9428 2.8883 3.2157 0.110
H -4.6428 4.3471 2.5526 0.106
H -2.0907 4.0906 2.2739 0.084
H -2.9871 4.5374 0.8490 0.111
H -1.0700 3.8109 -1.3185 0.087
H 0.8865 2.8337 -2.1151 0.054
H 1.9101 3.5496 -0.8957 0.085
H 0.3542 5.1354 -2.9672 0.115
H 2.0597 4.7868 -3.0653 0.103
H 1.0426 7.0763 -1.8977 0.102
H 2.6162 6.4302 -1.5060 0.100
H 1.0662 6.9573 0.4844 0.107
H 1.8128 5.3788 0.5012 0.100
H -1.0028 5.9394 -0.5209 0.116
H -0.6291 5.2844 1.0419 0.074



# 4
110
Properties=species:S:1:pos:R:3:lowdin_charge:R:1 method="wB97M-V/def2-TZVPD" charge=+2 orbital_gap_ev=9.1069 e_lumo_ev=-4.19 homo_ev=-13.30 energy_ev=-83253.122
Y 0.3312 -0.7792 0.6533 1.398
C -1.9952 -2.8289 -3.2285 -0.024
C -1.6696 -2.2271 -1.8653 -0.329
C -2.6368 -1.1035 -1.4382 -0.073
C -2.6968 0.3506 -1.9687 -0.470
C -2.7431 0.5319 -3.4764 -0.001
C -3.9345 0.9851 -1.3303 -0.007
N -1.4915 1.0678 -1.3730 0.080
C -1.3213 2.5464 -1.5127 -0.081
C -0.7424 3.0875 -0.2077 -0.127
N 0.3705 2.3170 0.4010 -0.130
C 0.1210 2.3293 1.8543 -0.108
C -0.9722 1.3281 2.2656 -0.619
O -1.3639 1.2772 3.4043 0.081
O -1.3627 0.5308 1.2915 -0.235
C 1.6968 2.9021 0.0580 -0.329
C 2.8457 2.2299 0.8047 -0.036
C 1.9208 2.9723 -1.4558 -0.086
C 2.2283 1.7228 -2.3333 -0.515
C 3.7428 1.5670 -2.5106 -0.016
C 1.6020 1.9717 -3.7078 -0.028
N 1.6770 0.4555 -1.7326 -0.006
C 1.7545 -0.7148 -2.6400 -0.173
C 0.3836 -1.3039 -2.8705 -0.168
N -0.2115 -1.9314 -1.6639 -0.145
C 0.5319 -3.2072 -1.4114 -0.075
C 1.6672 -3.1430 -0.3763 -0.607
O 2.1885 -4.1496 0.0189 0.117
O 1.9630 -1.9158 0.0189 -0.253
H -3.0106 -3.2253 -3.2120 0.099
H -1.3284 -3.6585 -3.4668 0.093
H -1.9390 -2.1101 -4.0449 0.075
H -1.8808 -2.9938 -1.1170 0.121
H -2.5897 -1.0184 -0.3440 0.103
H -3.6319 -1.5119 -1.6311 0.139
H -3.6302 0.0314 -3.8643 0.112
H -1.8799 0.1234 -3.9974 0.068
H -2.8307 1.5883 -3.7354 0.099
H -4.8145 0.4213 -1.6359 0.108
H -4.0906 2.0138 -1.6513 0.091
H -3.8758 0.9565 -0.2398 0.103
H -0.6002 0.6535 -1.6827 0.104
H -1.5477 0.8928 -0.3435 0.080
H -2.2951 2.9994 -1.6777 0.127
H -0.7103 2.7319 -2.3893 0.101
H -1.5659 3.1041 0.5068 0.133
H -0.4533 4.1340 -0.3545 0.145
H -0.1838 3.3162 2.2232 0.150
H 1.0282 2.0587 2.3918 0.096
H 1.6753 3.9529 0.3849 0.153
H 2.7460 1.1430 0.8867 0.043
H 2.9551 2.6030 1.8222 0.088
H 3.7878 2.4318 0.2983 0.088
H 2.7662 3.6500 -1.5954 0.136
H 1.0803 3.5128 -1.8933 0.095
H 4.1705 2.4483 -2.9897 0.103
H 3.9806 0.7084 -3.1396 0.090
H 4.2443 1.4311 -1.5515 0.083
H 1.7982 2.9989 -4.0161 0.106
H 0.5178 1.8313 -3.7006 0.069
H 2.0124 1.3315 -4.4873 0.090
H 2.3241 0.2482 -0.9738 0.070
H 2.4379 -1.4544 -2.2307 0.126
H 2.1631 -0.4350 -3.6087 0.114
H 0.4234 -2.0387 -3.6797 0.134
H -0.2752 -0.5071 -3.2183 0.089
H 1.0078 -3.5977 -2.3166 0.146
H -0.1533 -3.9784 -1.0608 0.121
N 0.2193 -0.2845 5.0066 0.166
C 1.4216 -0.1562 4.4729 -0.778
S 1.8345 -0.8539 2.9533 0.689
N 2.4024 0.4594 5.1477 0.069
C 2.2601 1.0923 6.4321 -0.243
C 1.2815 2.0661 6.6140 -0.040
C 1.1652 2.6823 7.8514 -0.058
C 2.0348 2.3500 8.8811 -0.062
C 3.0277 1.4050 8.6726 -0.056
C 3.1443 0.7661 7.4461 -0.013
H -0.5565 -0.5127 4.4082 0.091
H 0.0175 0.1131 5.9111 0.120
H 3.3315 0.2849 4.7945 0.134
H 0.6523 2.3652 5.7850 0.116
H 0.4062 3.4377 8.0027 0.114
H 1.9465 2.8363 9.8426 0.115
H 3.7144 1.1560 9.4699 0.116
H 3.9082 0.0164 7.2833 0.122
O -0.8589 -2.4702 1.3922 -0.629
S -0.7199 -3.5473 2.5011 1.101
C -2.3362 -3.5139 3.2392 -0.384
C -2.6465 -4.4961 4.1745 -0.066
C -3.8861 -4.4611 4.7879 -0.049
C -4.7907 -3.4513 4.4776 -0.052
C -4.4568 -2.4698 3.5600 -0.054
C -3.2165 -2.4885 2.9295 -0.067
C -0.7070 -5.0829 1.6698 -0.414
C -1.7694 -5.4901 0.8595 -0.072
C -1.6666 -6.6951 0.1970 -0.051
C -0.5228 -7.4820 0.3556 -0.038
C 0.5183 -7.0705 1.1662 -0.039
C 0.4361 -5.8512 1.8313 -0.072
H -1.9438 -5.2859 4.4117 0.123
H -4.1482 -5.2222 5.5099 0.119
H -5.7572 -3.4310 4.9625 0.117
H -5.1580 -1.6777 3.3337 0.114
H -2.9325 -1.7139 2.2329 0.089
H -2.6629 -4.8821 0.7780 0.121
H -2.4774 -7.0417 -0.4296 0.116
H -0.4547 -8.4297 -0.1620 0.119
H 1.4011 -7.6845 1.2756 0.122
H 1.2562 -5.4945 2.4407 0.121



Number 1: F_max 0.883 eV Å⁻¹. Number 2: F_max 0.551 eV Å⁻¹. Number 3: F_max 0.773 eV Å⁻¹. Number 4: F_max 0.716 eV Å⁻¹.